Record 1
The following is a quantum chemistry calculation of a cluster of 5 separate species, C58H101F4IN4O4P2 in total, from OMol25.

## Properties
spin multiplicity	1
SMILES	CCCCCc1c2c(c(C[C@@H]3CO3)c(C(F)(F)C(F)F)c1P(CC)CC)C(=O)c1c(CC(=O)I)ccc(P(CC)CC)c1C2=O.CCN(CC)CC.CCN(CC)CC.CCN(CC)CC.CCN(CC)CC

Geometry as XYZ:
```
174
C58H101F4IN4O4P2, DFT ωB97M-V/def2-TZVPD
C -1.802 1.913 3.949
C -2.302 0.509 3.559
C -3.826 0.426 3.326
C -4.180 -0.427 2.098
C -4.307 0.401 0.814
C -4.113 -0.454 -0.423
C -5.266 -1.001 -1.017
C -5.148 -1.815 -2.141
C -3.901 -2.121 -2.710
C -3.901 -3.080 -3.871
C -3.708 -4.547 -3.441
C -3.667 -4.864 -1.969
O -2.489 -4.898 -2.959
C -2.740 -1.538 -2.153
C -1.345 -1.808 -2.724
F -0.648 -2.534 -1.801
F -1.318 -2.519 -3.857
C -0.508 -0.545 -3.044
F -1.303 0.396 -3.589
F 0.416 -0.872 -3.986
C -2.848 -0.704 -0.995
P -1.465 0.135 -0.082
C -0.874 1.676 -0.901
C -1.074 2.920 -0.018
C -0.066 -0.960 0.388
C 0.839 -0.193 1.365
C -6.436 -2.360 -2.672
O -6.603 -3.501 -3.010
C -7.578 -1.394 -2.676
C -8.514 -1.312 -3.711
C -8.412 -2.120 -4.969
C -7.487 -1.541 -6.031
O -7.625 -1.789 -7.161
I -5.944 -0.112 -5.519
C -9.581 -0.435 -3.546
C -9.696 0.385 -2.427
C -8.746 0.349 -1.404
P -8.871 1.507 0.017
C -8.847 3.211 -0.686
C -10.194 3.727 -1.253
C -10.514 1.246 0.787
C -10.551 -0.186 1.366
C -7.702 -0.582 -1.545
C -6.649 -0.769 -0.494
O -6.925 -0.795 0.668
H -1.197 1.879 4.852
H -2.625 2.597 4.129
H -1.155 2.288 3.159
H -1.993 -0.176 4.348
H -1.832 0.164 2.648
H -4.210 1.439 3.229
H -4.280 -0.029 4.203
H -5.113 -0.942 2.296
H -3.409 -1.190 1.980
H -5.310 0.813 0.818
H -3.632 1.246 0.834
H -4.863 -3.145 -4.360
H -3.175 -2.858 -4.635
H -4.233 -5.275 -4.041
H -3.201 -4.218 -1.247
H -3.726 -5.929 -1.805
H 0.060 -0.193 -2.194
H 0.172 1.623 -1.201
H -1.448 1.833 -1.807
H -1.367 3.754 -0.654
H -0.161 3.218 0.489
H -1.884 2.786 0.689
H -0.423 -1.880 0.835
H 0.562 -1.205 -0.466
H 1.106 0.772 0.942
H 0.411 -0.125 2.358
H 1.759 -0.769 1.443
H -9.366 -2.113 -5.488
H -8.168 -3.157 -4.765
H -10.309 -0.371 -4.344
H -10.533 1.061 -2.372
H -8.076 3.264 -1.450
H -8.550 3.895 0.103
H -10.750 2.904 -1.693
H -10.028 4.481 -2.017
H -10.814 4.132 -0.460
H -11.321 1.389 0.070
H -10.646 1.962 1.590
H -9.616 -0.701 1.154
H -11.336 -0.779 0.908
H -10.680 -0.188 2.441
C 4.895 -1.327 -0.276
C 6.070 -1.784 0.574
N 5.660 -2.392 1.825
C 6.748 -2.555 2.773
C 7.894 -3.505 2.404
C 4.741 -3.511 1.710
C 5.175 -4.718 0.869
H 4.235 -0.672 0.297
H 5.257 -0.769 -1.141
H 4.310 -2.166 -0.654
H 6.678 -0.907 0.815
H 6.710 -2.447 -0.030
H 6.326 -2.864 3.733
H 7.173 -1.562 2.953
H 7.598 -4.550 2.478
H 8.727 -3.357 3.094
H 8.269 -3.322 1.396
H 3.801 -3.133 1.297
H 4.484 -3.847 2.717
H 5.603 -4.420 -0.089
H 4.307 -5.345 0.656
H 5.900 -5.342 1.389
C 4.346 1.589 -9.298
C 3.260 1.528 -8.233
N 3.692 0.867 -7.017
C 2.599 0.534 -6.119
C 1.793 1.683 -5.501
C 4.883 1.413 -6.393
C 4.874 2.895 -5.992
H 4.746 0.595 -9.501
H 3.929 1.984 -10.225
H 5.170 2.242 -9.008
H 2.420 0.959 -8.639
H 2.885 2.548 -8.049
H 2.990 -0.097 -5.317
H 1.905 -0.107 -6.672
H 2.353 2.197 -4.720
H 0.890 1.285 -5.042
H 1.484 2.417 -6.246
H 5.723 1.254 -7.074
H 5.119 0.805 -5.516
H 4.479 3.533 -6.784
H 5.895 3.224 -5.789
H 4.294 3.073 -5.088
C -1.480 -0.607 8.373
C -0.327 -0.939 7.437
N 0.853 -0.130 7.669
C 1.834 -0.220 6.601
C 2.511 -1.573 6.346
C 1.379 -0.157 9.022
C 1.773 -1.516 9.615
H -1.713 0.458 8.340
H -2.371 -1.159 8.068
H -1.265 -0.883 9.406
H -0.662 -0.750 6.413
H -0.117 -2.018 7.501
H 2.605 0.535 6.777
H 1.335 0.089 5.676
H 3.245 -1.813 7.114
H 3.043 -1.540 5.392
H 1.789 -2.388 6.290
H 0.634 0.296 9.682
H 2.236 0.518 9.069
H 1.012 -2.278 9.440
H 1.894 -1.421 10.696
H 2.720 -1.880 9.219
C 5.985 2.210 0.813
C 6.958 3.379 0.826
N 8.123 3.131 1.652
C 8.911 4.322 1.915
C 9.595 5.015 0.730
C 8.872 1.927 1.335
C 9.419 1.771 -0.090
H 5.704 1.921 1.826
H 5.077 2.491 0.277
H 6.402 1.339 0.306
H 6.439 4.251 1.232
H 7.222 3.632 -0.214
H 9.665 4.076 2.668
H 8.250 5.048 2.399
H 10.458 4.454 0.373
H 9.956 5.997 1.041
H 8.911 5.167 -0.105
H 8.230 1.067 1.546
H 9.694 1.839 2.049
H 8.673 2.018 -0.846
H 9.717 0.733 -0.254
H 10.300 2.386 -0.263
```



Record 2
The following is a quantum chemistry calculation of a cluster of 7 separate species, C46H97F6N5O5P in total, from OMol25.

## Properties
spin multiplicity	1
net charge	+3

Geometry as XYZ:
```
160
C46H97F6N5O5P, DFT ωB97M-V/def2-TZVPD
O 0.824 0.446 2.209
C 0.682 0.097 1.008
O 0.136 -1.028 0.855
O 1.151 0.793 0.133
H 0.312 -0.308 2.511
C -4.822 1.112 6.575
C -4.510 0.116 5.481
C -5.369 -1.190 5.511
C -5.277 -2.032 4.177
N -6.218 -3.295 4.225
C -5.819 -4.280 5.294
C -4.621 -5.124 4.748
C -5.101 -5.401 3.369
C -5.991 -4.175 2.961
C -7.697 -2.895 4.468
H -4.732 0.670 7.567
H -5.824 1.516 6.431
H -4.074 1.905 6.555
H -3.441 -0.095 5.504
H -4.561 0.523 4.471
H -6.405 -0.892 5.671
H -5.028 -1.741 6.388
H -4.256 -2.395 4.056
H -5.550 -1.567 3.230
H -6.668 -4.935 5.486
H -5.507 -3.864 6.252
H -4.548 -6.021 5.363
H -3.695 -4.589 4.539
H -5.732 -6.291 3.371
H -4.248 -5.679 2.750
H -6.921 -4.499 2.495
H -5.628 -3.505 2.181
H -8.267 -3.822 4.404
H -7.927 -2.191 3.669
H -7.929 -2.378 5.399
C 1.479 -0.799 -7.131
C 0.069 -1.203 -7.564
C -1.087 -0.428 -6.775
C -2.399 -1.139 -6.961
N -3.627 -0.769 -5.962
C -4.802 -1.726 -5.887
C -5.794 -1.239 -6.921
C -5.474 0.216 -7.389
C -4.340 0.596 -6.357
C -3.016 -0.753 -4.572
H 1.675 -1.215 -6.143
H 1.681 0.265 -7.009
H 2.231 -1.171 -7.827
H -0.092 -2.261 -7.358
H -0.100 -1.102 -8.636
H -1.263 0.570 -7.176
H -0.725 -0.398 -5.747
H -2.270 -2.208 -6.791
H -2.762 -0.968 -7.974
H -5.400 -1.665 -4.978
H -4.400 -2.739 -5.897
H -6.841 -1.342 -6.636
H -5.717 -1.777 -7.865
H -6.330 0.885 -7.298
H -5.202 0.423 -8.424
H -4.747 1.044 -5.450
H -3.645 1.324 -6.775
H -2.349 0.086 -4.370
H -2.587 -1.731 -4.354
H -3.806 -0.677 -3.824
C -1.909 5.183 -1.511
C -2.281 5.915 -2.800
C -1.013 5.958 -3.723
C 0.099 6.846 -3.096
N 1.243 7.221 -4.032
C 0.763 7.769 -5.345
C 1.926 8.585 -5.810
C 2.305 9.388 -4.658
C 2.155 8.406 -3.476
C 2.256 6.020 -4.269
H -2.871 4.965 -1.048
H -1.189 5.643 -0.835
H -1.547 4.200 -1.812
H -2.677 6.882 -2.490
H -3.117 5.381 -3.252
H -1.396 6.225 -4.708
H -0.712 4.925 -3.901
H 0.654 6.322 -2.318
H -0.203 7.781 -2.625
H 0.580 6.897 -5.972
H -0.116 8.393 -5.183
H 2.642 8.012 -6.399
H 1.596 9.230 -6.625
H 3.313 9.784 -4.781
H 1.684 10.281 -4.586
H 3.108 7.905 -3.310
H 1.747 8.898 -2.593
H 2.916 6.329 -5.079
H 1.672 5.109 -4.406
H 2.808 5.890 -3.337
C 5.853 -6.388 -0.416
C 4.532 -6.492 -1.273
C 4.707 -7.613 -2.287
C 3.454 -7.954 -3.060
C 2.442 -8.657 -2.102
C 2.112 -7.738 -0.791
N 3.363 -6.900 -0.397
O 3.243 -6.191 0.806
C 1.757 -8.652 0.366
C 0.935 -6.775 -1.073
C 4.319 -5.139 -1.966
H 6.644 -5.941 -1.018
H 6.174 -7.383 -0.105
H 5.692 -5.768 0.466
H 4.951 -8.592 -1.874
H 5.573 -7.516 -2.941
H 3.734 -8.656 -3.846
H 3.021 -7.067 -3.523
H 2.794 -9.624 -1.741
H 1.534 -8.883 -2.662
H 0.902 -9.269 0.089
H 1.571 -8.125 1.302
H 2.496 -9.394 0.670
H 0.652 -6.244 -0.164
H 0.020 -7.199 -1.488
H 1.237 -6.013 -1.791
H 4.357 -4.320 -1.248
H 3.320 -5.040 -2.390
H 5.086 -4.965 -2.720
C 6.646 4.341 4.216
C 5.417 3.490 4.098
C 5.271 2.694 5.480
C 4.746 3.497 6.605
C 3.366 4.084 6.260
C 3.392 4.995 4.975
N 4.098 4.278 3.874
O 3.800 4.811 2.587
C 4.017 6.357 5.266
C 1.906 5.163 4.662
C 5.484 2.482 2.912
H 7.530 3.708 4.293
H 6.673 5.034 5.058
H 6.791 4.950 3.324
H 6.203 2.239 5.818
H 4.570 1.863 5.402
H 5.304 4.393 6.876
H 4.712 2.891 7.511
H 2.866 4.562 7.103
H 2.756 3.202 6.064
H 4.291 6.877 4.348
H 4.882 6.259 5.922
H 3.279 7.013 5.730
H 1.388 4.210 4.554
H 1.727 5.771 3.775
H 1.350 5.663 5.456
H 6.526 2.183 2.793
H 5.290 2.940 1.943
H 4.851 1.595 2.917
P 0.696 -3.484 8.287
F 0.441 -2.719 6.922
F 2.126 -2.617 8.357
F -0.041 -2.359 9.117
F 1.022 -4.326 9.681
F -0.759 -4.301 8.211
F 1.374 -4.669 7.504
```



Calculated calculated total energy in order - -4170.27316; -3400.29526 a.u.